{
  "formula": "C17H29N2STm",
  "method": "the ωB97M-V functional and the def2-TZVPD basis",
  "species": ["C", "H", "H", "H", "C", "H", "H", "C", "H", "H", "H", "C", "C", "C", "C", "C", "C", "C", "C", "C", "C", "Tm", "H", "H", "H", "H", "H", "H", "H", "H", "H", "H", "H", "H", "H", "H", "H", "C", "N", "C", "C", "N", "C", "S", "H", "H", "H", "H", "H", "H"],
  "xyz": [[-2.90700, -2.21452, -0.76811], [-2.76751, -3.27573, -0.99610], [-3.95476, -1.96884, -1.01189], [-2.85815, -2.16798, 0.33559], [-1.88034, -1.33507, -1.53403], [-1.61977, -0.41782, -0.96097], [-0.89104, -1.81058, -1.69157], [-2.46389, -0.95676, -2.91550], [-1.68122, -0.74283, -3.68564], [-3.14264, -1.69610, -3.36417], [-3.12313, -0.08227, -2.84492], [1.40418, 2.39282, 0.43589], [0.76695, 2.55921, -0.84420], [-0.63996, 2.24233, -0.68274], [-0.85574, 1.86160, 0.68794], [0.39279, 1.92812, 1.37870], [0.59712, 1.47958, 2.79005], [-2.16438, 1.60261, 1.34513], [-1.74207, 2.55783, -1.62328], [1.46220, 2.88001, -2.11805], [2.85702, 2.51273, 0.75449], [0.73609, 0.37977, -0.30936], [-2.05215, 0.87593, 2.15607], [-2.53589, 2.53507, 1.79503], [-2.91731, 1.24254, 0.63748], [-0.30694, 0.96732, 3.14541], [1.46897, 0.80509, 2.89211], [0.76115, 2.33804, 3.45757], [3.47294, 2.51865, -0.15395], [3.03871, 3.44920, 1.29290], [3.19787, 1.70252, 1.41875], [0.75368, 2.99991, -2.93826], [1.99892, 3.81868, -1.98890], [2.19618, 2.11203, -2.41924], [-2.53094, 1.79792, -1.59699], [-2.21076, 3.50630, -1.32434], [-1.40099, 2.66457, -2.65803], [2.91603, -2.26415, 2.23669], [1.85295, -2.76643, 1.38056], [1.05278, -3.84887, 1.70187], [0.28654, -4.14790, 0.61754], [0.65520, -3.24627, -0.37512], [1.60653, -2.36444, 0.08799], [2.61888, -1.41346, -0.93015], [3.83493, -2.12562, 1.66676], [2.63401, -1.31750, 2.70807], [3.07337, -2.99925, 3.02909], [1.13978, -4.35398, 2.65653], [-0.42823, -4.95188, 0.45765], [0.29906, -3.26211, -1.33033]],
  "mulliken_charge": [-1.51, 0.38, 0.41, 0.38, 2.38, -1.42, -0.25, -1.53, 0.37, 0.41, 0.37, 0.77, 0.46, 0.93, 0.71, 0.33, -1.23, -1.73, -1.52, -1.51, -1.22, 0.48, 0.44, 0.34, 0.28, 0.31, 0.19, 0.38, 0.37, 0.38, 0.27, 0.35, 0.44, 0.33, 0.13, 0.32, 0.41, -0.73, 0.27, -0.21, -0.54, 0.18, -0.25, -0.28, 0.40, 0.20, 0.32, 0.46, 0.45, 0.37],
  "gap_ev": [7.977, 8.050],
  "s2": 2.00,
  "lumo_ev": [-7.20, -7.13],
  "homo_energy_ev": [-15.17, -15.18],
  "charge": 2,
  "multiplicity": 3
}

---

{
  "formula": "C17H29N3NaO8S",
  "method": "the ωB97M-V functional and the def2-TZVPD basis",
  "species": ["Na", "C", "C", "C", "O", "C", "C", "C", "O", "O", "O", "H", "H", "C", "S", "O", "C", "H", "H", "H", "H", "H", "H", "C", "C", "O", "N", "C", "H", "H", "H", "H", "H", "H", "H", "C", "C", "O", "N", "C", "H", "H", "H", "H", "H", "H", "H", "C", "C", "O", "N", "C", "H", "H", "H", "H", "H", "H", "H"],
  "xyz": [[9.56909, -14.10355, -2.46932], [13.95214, -13.89098, -1.02772], [12.58485, -13.64424, -1.66939], [12.20823, -12.17214, -2.11214], [11.04789, -11.89485, -2.53593], [13.32124, -11.21598, -2.10654], [14.47821, -11.50004, -1.46263], [14.79529, -12.87846, -0.87021], [15.99851, -13.20236, -0.42181], [15.38713, -10.57141, -1.52366], [11.79555, -14.55888, -1.94390], [14.15591, -14.89225, -0.67800], [13.11659, -10.25070, -2.54557], [5.92181, -14.07566, -4.44128], [6.32549, -14.52351, -2.71160], [7.39409, -13.58545, -2.24907], [4.75159, -13.83166, -1.87708], [5.16307, -14.74755, -4.84251], [6.82539, -14.20535, -5.03696], [5.68374, -13.01441, -4.51323], [3.81290, -14.19708, -2.29354], [4.65858, -12.76383, -2.07499], [4.78945, -14.00363, -0.80140], [10.76135, -13.04605, 1.29847], [9.51734, -13.82435, 0.94791], [9.45964, -14.54819, -0.06456], [8.52075, -13.88022, 1.84949], [7.31349, -14.63099, 1.68816], [10.71966, -12.92890, 2.38137], [10.64822, -12.07136, 0.82385], [11.68621, -13.53518, 0.99272], [8.60448, -13.30499, 2.67544], [7.47350, -15.70895, 1.66606], [6.85081, -14.38340, 0.73280], [6.57396, -14.35447, 2.43965], [10.49731, -17.60333, -2.17501], [11.68416, -17.96263, -3.10240], [11.67531, -19.05341, -3.64229], [12.48718, -16.92963, -3.33271], [13.53956, -16.81199, -4.34114], [9.86141, -18.47148, -2.00160], [9.84988, -16.85214, -2.62737], [10.87001, -17.28747, -1.20063], [12.28638, -16.00752, -2.97287], [14.04832, -15.84840, -4.31388], [13.27740, -17.16751, -5.33762], [14.26782, -17.54534, -3.99483], [9.23387, -16.95189, -5.87826], [9.86547, -15.62429, -5.55846], [9.35523, -14.94144, -4.65897], [10.91741, -15.21397, -6.21097], [11.66075, -13.97047, -5.90179], [8.68296, -16.78933, -6.80464], [8.48613, -17.30423, -5.16775], [9.94366, -17.75884, -6.06036], [11.18733, -15.80947, -6.98080], [12.71980, -14.06740, -6.14079], [11.57701, -13.72325, -4.84351], [11.29032, -13.04979, -6.35262]],
  "mulliken_charge": [0.82, -0.63, -0.07, 0.74, -0.78, -0.94, 0.38, 0.38, -0.79, -0.77, -0.33, 0.37, 0.36, -0.83, 0.61, -0.62, -1.07, 0.38, 0.14, 0.32, 0.41, 0.32, 0.27, -0.89, 0.66, -0.50, -0.18, -0.72, 0.43, 0.23, 0.12, 0.22, 0.25, 0.05, 0.37, -0.59, 0.60, -0.74, 0.30, -1.00, 0.38, -0.11, 0.29, 0.10, 0.28, 0.26, 0.42, -1.48, 0.76, -0.55, -0.10, -0.72, 0.48, 0.26, 0.40, 0.25, 0.36, 0.09, 0.33],
  "gap_ev": 4.407,
  "lumo_ev": 1.40,
  "homo_energy_ev": -3.01,
  "charge": -1
}

---

{
  "formula": "C17H29N3NaOV",
  "method": "the ωB97M-V functional and the def2-TZVPD basis",
  "species": ["N", "C", "O", "Na", "V", "N", "N", "C", "C", "C", "C", "C", "C", "C", "C", "H", "H", "H", "H", "H", "H", "H", "H", "H", "H", "H", "H", "H", "H", "H", "H", "H", "H", "C", "H", "H", "H", "C", "H", "H", "H", "C", "C", "C", "C", "C", "C", "H", "H", "H", "H", "H"],
  "xyz": [[-2.08056, -0.45252, 0.52039], [-2.99749, -1.22436, 0.72790], [-3.89294, -1.97536, 0.93585], [-0.32345, 2.90812, 1.61620], [-0.25135, 0.05311, 0.27447], [0.24633, 1.82171, -0.27061], [0.61178, -1.34723, -0.54641], [-0.45938, 2.54276, -1.36182], [0.06745, -2.36280, -1.47203], [-0.23614, 4.05769, -1.23722], [0.04348, 2.08373, -2.73094], [-1.94503, 2.25258, -1.20507], [-0.55321, -3.50215, -0.66109], [1.15621, -2.95208, -2.37118], [-1.00349, -1.72482, -2.34679], [-0.66082, 4.47882, -0.30543], [-0.74964, 4.56027, -2.06845], [0.82854, 4.32572, -1.28897], [1.10606, 2.32590, -2.87313], [-0.52542, 2.59801, -3.52084], [-0.08724, 1.00180, -2.87367], [-2.17013, 1.17731, -1.22598], [-2.49205, 2.73696, -2.02342], [-2.34692, 2.65127, -0.25880], [0.19603, -3.96221, -0.00439], [-0.93640, -4.26895, -1.34695], [-1.39000, -3.15093, -0.04444], [1.87938, -3.55162, -1.80256], [1.69249, -2.16184, -2.91120], [0.68893, -3.61484, -3.11139], [-1.39712, -2.49021, -3.02831], [-0.57819, -0.91726, -2.95460], [-1.84251, -1.33172, -1.76178], [1.70928, 1.98740, -0.21278], [2.16541, 1.10623, 0.25735], [2.16242, 2.08576, -1.21243], [2.02165, 2.87619, 0.37459], [1.90658, -1.64395, 0.07607], [2.06724, -1.00585, 0.95412], [1.96344, -2.68779, 0.42433], [2.74808, -1.47132, -0.61657], [0.35847, -0.30824, 5.11807], [-0.07913, -1.35445, 4.29865], [-0.17988, -1.15626, 2.90857], [0.20849, 0.06328, 2.34480], [0.75597, 1.06931, 3.15271], [0.74951, 0.90865, 4.55035], [0.40127, -0.45068, 6.19892], [-0.35097, -2.31998, 4.72538], [-0.55513, -1.96952, 2.27633], [1.27849, 1.94659, 2.72557], [1.07155, 1.73976, 5.18856]],
  "mulliken_charge": [-0.47, 0.84, -0.42, 0.86, -0.35, 0.21, 0.82, 0.79, 0.89, -1.57, -1.05, -1.44, -1.25, -1.69, -1.46, 0.35, 0.48, 0.37, 0.38, 0.50, 0.01, 0.23, 0.52, 0.32, 0.33, 0.50, 0.11, 0.39, 0.39, 0.46, 0.54, 0.20, 0.18, -0.97, 0.34, 0.33, 0.39, -1.24, 0.48, 0.39, 0.35, -0.50, -0.79, 0.12, 0.93, -0.04, -0.84, 0.41, 0.45, 0.30, 0.49, 0.43],
  "gap_ev": [7.254, 7.105],
  "lumo_ev": [-8.70, -8.82],
  "homo_energy_ev": [-15.95, -15.93],
  "charge": 2
}

---

{
  "formula": "C17H29N3O4",
  "method": "the ωB97M-V functional and the def2-TZVPD basis",
  "species": ["C", "C", "O", "C", "O", "C", "C", "C", "N", "C", "C", "O", "N", "C", "O", "N", "C", "C", "C", "C", "C", "C", "C", "C", "H", "H", "H", "H", "H", "H", "H", "H", "H", "H", "H", "H", "H", "H", "H", "H", "H", "H", "H", "H", "H", "H", "H", "H", "H", "H", "H", "H", "H"],
  "xyz": [[0.52378, 1.52863, -3.28608], [1.77613, 1.42415, -2.42794], [1.65280, 2.19140, -1.22242], [1.83862, 3.50481, -1.30985], [2.10229, 4.08098, -2.33455], [1.69272, 4.23546, 0.01895], [0.44868, 5.12832, -0.07335], [-0.80995, 4.27115, -0.24894], [-0.62625, 2.95438, 0.34075], [-1.85425, 2.20531, 0.44828], [-1.60076, 0.70760, 0.57243], [-2.42500, -0.04181, 1.06219], [-0.40930, 0.32141, 0.05822], [0.13988, -0.97928, -0.03703], [1.22776, -1.12341, -0.55337], [-0.62653, -1.95093, 0.46636], [-0.24485, -3.34675, 0.45694], [-1.26224, -4.16937, -0.33574], [-0.86871, -5.64348, -0.33855], [-0.75942, -6.17104, 1.08850], [0.25525, -5.35214, 1.88002], [-0.13667, -3.87768, 1.88773], [0.12227, 3.03131, 1.58228], [1.59014, 3.32964, 1.25200], [-0.34844, 1.19130, -2.73069], [0.64061, 0.90511, -4.16762], [0.37115, 2.55793, -3.60228], [1.93748, 0.40001, -2.08449], [2.64554, 1.78532, -2.98531], [2.57536, 4.87841, 0.09567], [0.54757, 5.81293, -0.91559], [0.38124, 5.72158, 0.83990], [-1.67233, 4.79787, 0.19613], [-1.01904, 4.12562, -1.31382], [-2.43482, 2.34703, -0.46999], [-2.49407, 2.51716, 1.29139], [0.19293, 1.06872, -0.28979], [-1.52305, -1.69014, 0.86614], [0.73419, -3.39740, -0.03115], [-2.24738, -4.05222, 0.12236], [-1.31776, -3.79200, -1.35850], [-1.60961, -6.22114, -0.89452], [0.09346, -5.75909, -0.84199], [-1.73550, -6.10729, 1.57467], [-0.46014, -7.22075, 1.07478], [0.31605, -5.72244, 2.90517], [1.24210, -5.46060, 1.42514], [-1.10168, -3.75569, 2.38563], [0.60395, -3.29363, 2.43714], [-0.29108, 3.80739, 2.24829], [0.04507, 2.07665, 2.10573], [2.12468, 2.39908, 1.06452], [2.05714, 3.82163, 2.10624]],
  "mulliken_charge": [-1.07, -0.50, -0.31, 0.15, -0.63, 0.29, -1.11, -1.04, 0.56, -1.02, 0.88, -0.76, 0.35, 0.61, -0.72, -0.25, -0.40, -0.74, -0.67, -0.65, -0.66, -0.77, -0.88, -1.07, 0.19, 0.44, 0.33, 0.35, 0.49, 0.57, 0.45, 0.44, 0.35, 0.49, 0.40, 0.38, -0.27, 0.39, 0.39, 0.31, 0.36, 0.34, 0.32, 0.31, 0.32, 0.34, 0.33, 0.31, 0.36, 0.46, 0.41, 0.36, 0.48],
  "gap_ev": 9.816,
  "lumo_ev": 0.76,
  "homo_energy_ev": -9.05,
  "e_above_lowest_ev": 0.000,
  "smiles": "CCOC(=O)C1CCN(CC(=O)NC(=O)NC2CCCCC2)CC1"
}

---

Number 1: largest force on an atom 5.23 eV Å⁻¹. Number 2: largest force on an atom 7.35 eV Å⁻¹. Number 3: largest force on an atom 3.43 eV Å⁻¹. Number 4: largest force on an atom 0.70 eV Å⁻¹.